The following is a quantum chemistry calculation of one molecule with the formula C3H6S3, from the Open Molecules 2025 dataset.

Results
- frontier orbital gap (eV) = 8.62
- relative energy (zero: lowest compared OMol25 entry of this formula, charge and spin) (kcal per mole) = 7.0
- HOMO level (eV) = -8.885
- energy (a.u.) = -1312.4489
- lowest unoccupied orbital energy (eV) = -0.27

The geometry in XYZ format:
```
12
Properties=species:S:1:pos:R:3:mulliken_charge:R:1
S -0.1291 1.3902 -2.1876 -0.191
S -1.0770 -1.1452 0.0852 0.007
S 0.0132 -0.0893 2.7189 -0.256
C -1.1195 -0.7362 1.7683 -0.151
C 0.7683 0.8064 -0.7168 -0.532
C 0.6027 -0.6700 -0.4147 -0.620
H 1.8202 0.9912 -0.9394 0.337
H -2.1179 -0.9765 2.1533 0.295
H 0.4930 1.4372 0.1440 0.284
H 0.8248 -1.2809 -1.3196 0.352
H 1.2824 -0.9882 0.4008 0.355
H -1.3612 1.2613 -1.6924 0.119
```

The following is a quantum chemistry calculation of a 2-piece molecular cluster, C3H2Cl2F2 overall, from the Open Molecules 2025 dataset.

Results
- frontier orbital gap (spin up / spin down) (eV) = 8.64 / 8.77
- relative energy (zero: lowest compared OMol25 entry of this formula, charge and spin) (kcal per mole) = 100.5
- HOMO level (spin up / spin down) (eV) = -9.022 / -8.825
- energy (a.u.) = -1235.4425
- lowest unoccupied orbital energy (spin up / spin down) (eV) = -0.38 / -0.05

The geometry in XYZ format:
```
9
Properties=species:S:1:pos:R:3:mulliken_charge:R:1
Cl -0.9111 0.4278 2.5700 -0.095
Cl -2.4184 -0.8514 0.4627 -0.106
F -0.2169 -1.7053 1.2451 -0.176
F 0.8753 2.0844 0.0305 -0.152
C -0.9149 -0.5407 1.1884 0.296
C 0.6628 0.8787 -0.3992 0.241
C 0.9175 0.0939 -1.3886 -0.573
H 0.3550 -0.7001 -1.5669 0.275
H 1.6505 0.3127 -2.1422 0.291
```

The following is a quantum chemistry calculation of one molecule with the formula C22H22BrNO2, from the Open Molecules 2025 dataset.

Results
- frontier orbital gap (eV) = 8.63
- HOMO level (eV) = -8.069
- energy (a.u.) = -3630.6699
- lowest unoccupied orbital energy (eV) = 0.57

The geometry in XYZ format:
```
48
Properties=species:S:1:pos:R:3:mulliken_charge:R:1
Br 2.1812 0.5128 -7.3502 -0.201
O -2.2713 1.1022 -2.6078 -0.576
O 0.2551 0.2265 4.8883 -0.447
N -0.9674 -0.1312 0.7669 0.201
C -1.1732 1.3081 0.3473 -0.225
C 2.7577 -1.9772 3.2575 -0.659
C 1.2579 0.6622 -5.6889 0.163
C 1.6360 -1.1102 3.5372 -0.155
C -0.2949 -0.3778 -4.1987 -0.262
C 2.2306 -0.9796 5.8386 -0.420
C 3.4729 -2.3963 4.4033 -0.669
C -0.2403 0.7641 -3.3957 -0.811
C 0.5044 -0.4234 -5.2750 -0.728
C -0.6004 1.6677 -1.0177 -2.002
C -1.3227 -0.7699 -1.5220 -2.087
C 1.3633 -0.5823 4.8183 0.232
C 1.3129 1.8509 -4.9246 -0.734
C -3.1071 -0.0569 0.2977 -0.811
C -1.9034 -0.8664 -0.0957 -0.335
C 0.3644 -0.5502 1.2229 -0.496
C -2.6628 1.3549 0.5506 -1.101
C -1.0765 0.6856 -2.1454 3.181
C 0.5257 1.8760 -3.8047 -0.195
C 0.6004 -0.4881 2.7434 1.055
C 3.2861 -1.7968 5.6509 -0.490
C -0.2104 0.2215 3.5767 -0.620
H 0.4751 -1.2556 -5.9792 0.349
H -2.0625 -1.9022 0.2325 0.498
H -0.8174 -1.3372 -3.9073 0.279
H -3.7726 -0.1346 -0.5892 0.267
H -2.1635 1.3638 -3.5805 0.543
H 1.1000 0.1014 0.7538 0.197
H -2.9938 1.5652 1.5310 0.429
H -1.1205 0.6646 3.1648 0.378
H 0.5040 -1.6424 0.9574 0.421
H -1.0704 2.6526 -1.3074 0.437
H 2.1472 -0.6030 6.9312 0.218
H 1.9620 2.6729 -5.2195 0.439
H -0.6844 1.9921 0.9944 0.560
H 3.9224 -2.0771 6.4323 0.434
H -2.0598 -1.3407 -2.0798 0.450
H -0.4433 -1.3374 -1.5409 0.597
H 4.2726 -3.1278 4.1727 0.331
H -3.1171 2.1018 -0.0374 0.389
H 0.4256 2.7266 -3.2075 0.515
H 2.7985 -2.3501 2.3130 0.526
H -3.6818 -0.3522 1.1395 0.462
H 0.4615 1.8930 -1.0471 0.472
```

The following is a quantum chemistry calculation of C48H45Cl2CsN12O2S2Si as an isolated structure, from the Open Molecules 2025 dataset.

Results
- frontier orbital gap (eV) = 4.66
- relative energy (zero: lowest compared OMol25 entry of this formula, charge and spin) (kcal per mole) = 0.0
- charge = -2
- HOMO level (eV) = -1.290
- energy (a.u.) = -4690.3064
- lowest unoccupied orbital energy (eV) = 3.37

The geometry in XYZ format:
```
113
Properties=species:S:1:pos:R:3:mulliken_charge:R:1
Cs 1.1992 0.5954 0.3566 0.898
Cl -2.1109 0.8806 -0.8374 0.015
Cl -1.1833 3.6948 -0.7822 -0.160
S 2.4777 3.0789 2.7029 1.236
S 0.7111 3.1861 -5.7595 -0.326
Si 3.9867 1.9242 -2.2580 -0.418
O 3.0581 2.3847 1.5764 -0.551
O 3.0134 2.7932 4.0133 -0.803
N 0.2008 -1.0935 -3.3183 -0.156
N -0.1718 -1.3961 2.6710 -0.311
N 0.3327 4.0930 4.4835 -0.401
N -1.2452 2.7707 3.2686 -0.416
N -0.3333 1.7125 -3.9476 -0.226
N 2.2683 -0.8912 -4.1787 -0.023
N 3.1438 -1.4842 -0.6003 1.037
N 3.3046 0.4562 -1.8320 0.361
N 3.4318 8.8602 1.6017 -0.638
N -1.7160 -2.8591 0.9244 -0.007
N -2.6092 -2.2320 -1.5844 0.263
N 0.9171 2.8549 2.5623 0.083
C 2.8267 5.2496 1.0790 -0.361
C 3.7009 -2.5257 0.0152 0.649
C 3.0309 6.5941 0.8181 -0.786
C -0.6246 4.3971 5.3407 -0.135
C 3.2241 -3.0671 -3.3147 -0.858
C 2.8410 -4.1760 -2.5868 -0.604
C 0.7248 -4.8372 3.7338 -0.982
C 1.4093 1.6568 -5.4572 -0.065
C 2.2492 -2.0975 -3.5300 -0.153
C 2.7878 -3.3972 0.8293 -1.654
C 0.7220 1.0058 -4.4781 -0.174
C 0.7163 -3.4255 3.6665 1.769
C -5.1931 -4.1184 1.0529 -0.829
C 4.9142 1.9834 -3.9338 -1.120
C -0.9967 -3.5055 1.8560 0.188
C -2.1641 3.0994 4.1513 -0.134
C -2.2412 2.4505 -0.0504 -0.084
C -5.6938 -3.7247 -0.1664 -1.012
C 5.0551 -2.8354 -0.0829 -0.969
C 3.9149 -0.6208 -1.3256 -0.001
C 0.0142 3.2472 3.4723 0.055
C -4.3557 -2.0369 -3.1961 -0.938
C 2.9298 5.6886 3.4414 -0.368
C 0.9557 -2.2137 -3.0093 1.005
C -3.4672 -2.8183 -0.7240 -0.033
C -4.8232 -3.0698 -1.0692 1.133
C -0.4356 2.8695 -4.4967 -0.212
C 5.2813 2.5842 -1.0448 -0.961
C 1.5388 -4.3091 -2.0762 -0.378
C 3.1816 7.4977 1.8669 1.146
C -3.0266 -1.8583 -2.7689 0.071
C -0.1261 -2.7477 2.7421 -0.451
C -2.9519 -3.2135 0.5822 0.151
C 0.5837 -3.3326 -2.2603 -0.271
C 2.7733 4.7995 2.3900 -0.641
C -0.9589 -4.9002 1.9963 -0.252
C 5.3045 -0.9124 -1.4848 -0.686
C -5.2414 -2.6418 -2.3496 -0.666
C 0.5930 -0.6989 3.4897 -0.439
C 5.8537 -2.0066 -0.8622 -0.828
C 2.6396 3.2482 -2.4070 -0.208
C 3.1369 7.0339 3.1794 -0.790
C -0.1076 -5.5426 2.9014 -0.781
C 1.5455 -2.6328 4.4910 -0.895
C 1.0365 -0.3231 -3.9648 -0.079
C -3.8665 -3.8861 1.4215 -0.571
C -1.9193 3.9151 5.2499 -0.834
C 1.4873 -1.2716 4.4111 -0.738
H 5.7846 1.3223 -3.9062 0.313
H 4.2441 -2.9407 -3.6546 0.370
H 4.2936 1.6995 -4.7931 0.134
H 3.1100 -0.3611 -4.3323 0.340
H -3.5325 -4.1975 2.4030 0.414
H 1.2975 -5.1879 -1.4896 0.420
H 2.2176 -3.1311 5.1828 0.347
H -1.9499 2.3522 0.9940 -0.104
H -5.8449 -4.6207 1.7619 0.334
H 5.2704 2.9985 -4.1379 0.381
H 2.1018 -0.6223 5.0214 0.528
H 2.1295 3.2002 -3.3709 -0.163
H 3.1023 9.4684 2.3360 0.224
H -3.2618 2.8016 -0.1489 0.382
H -6.2742 -2.8080 -2.6410 0.361
H -0.1091 -6.6278 2.9359 0.324
H -0.3396 5.0741 6.1441 0.381
H -1.5924 -5.4948 1.3498 0.523
H 1.8673 3.1741 -1.6349 -0.108
H 4.9738 2.3681 -0.0195 0.176
H -0.4040 -3.3689 -1.8176 0.055
H -3.1576 2.6930 3.9741 0.419
H -6.7244 -3.9068 -0.4495 0.304
H -1.1771 3.6043 -4.2188 0.460
H -2.6878 4.1657 5.9663 0.361
H 0.5003 0.3831 3.4442 0.538
H -4.6538 -1.6965 -4.1812 0.395
H 1.3862 -5.3359 4.4334 0.311
H 3.0874 4.2451 -2.3303 0.437
H 5.9149 -0.2456 -2.0821 0.275
H 3.0800 6.9466 -0.2065 0.306
H 1.7943 -2.9577 0.8591 0.076
H 2.7203 4.5400 0.2686 0.573
H -2.2750 -1.3908 -3.3991 0.145
H 2.2563 1.3077 -6.0232 0.540
H 3.0677 9.1565 0.7086 0.235
H 5.4608 -3.6973 0.4325 0.426
H 5.3833 3.6699 -1.1412 0.346
H 6.2658 2.1398 -1.2106 0.374
H 2.6993 -4.3886 0.3811 0.171
H 3.1646 -3.5206 1.8458 0.643
H 3.2665 7.7351 3.9972 0.262
H 2.8783 5.3144 4.4538 0.458
H 3.5747 -4.9429 -2.3708 0.276
H 6.9141 -2.2151 -0.9749 0.352
```

The following is a quantum chemistry calculation of C17H12IrN2S as an isolated structure, from the Open Molecules 2025 dataset.

Results
- <S²> = 6.082
- frontier orbital gap (spin up / spin down) (eV) = 8.04 / 5.58
- charge = +1
- HOMO level (spin up / spin down) (eV) = -11.241 / -12.189
- energy (a.u.) = -1266.6050
- multiplicity = 5
- lowest unoccupied orbital energy (spin up / spin down) (eV) = -3.20 / -6.61

The geometry in XYZ format:
```
33
Properties=species:S:1:pos:R:3:mulliken_charge:R:1
Ir -0.4845 1.3168 0.7052 0.848
S -2.5650 3.4950 -2.7504 -0.245
N -1.5007 2.6042 -0.3614 -0.717
N 2.2357 -6.0657 -5.3194 -0.410
C -1.0599 2.8996 2.7793 0.680
C 0.4571 -1.1539 -0.9988 2.317
C 1.5536 -4.1856 -3.6637 0.667
C -0.1084 -2.6802 -2.8173 -0.529
C 2.1324 -2.6929 -1.8801 -0.580
C 0.3310 2.8681 2.5719 -0.359
C 2.4933 -3.6897 -2.7625 -0.561
C -1.9698 2.9881 -1.4048 0.635
C 0.2541 -3.6848 -3.6913 -0.588
C 0.1320 -0.2325 -0.2349 -2.088
C -1.8336 4.1783 2.6504 -1.445
C 0.4134 0.4981 3.1041 -0.505
C 1.0633 1.6798 2.7363 -0.580
C 0.8290 -2.1815 -1.9030 0.364
C 1.9339 -5.2353 -4.5860 -0.137
C -0.9750 0.4964 3.2229 -0.507
C -1.7028 1.6841 3.0530 -0.285
H 2.1383 1.6973 2.6241 0.406
H 2.8502 -2.2990 -1.1731 0.447
H 3.4969 -4.0916 -2.7594 0.465
H -2.7778 1.6718 3.1833 0.452
H 0.9775 -0.4107 3.2605 0.462
H -2.7241 4.1572 3.2768 0.399
H -2.1539 4.3254 1.6157 0.222
H -0.4588 -4.0831 -4.3995 0.467
H 0.8542 3.7870 2.3415 0.452
H -1.1119 -2.2769 -2.8288 0.455
H -1.4969 -0.4171 3.4735 0.401
H -1.2227 5.0333 2.9359 0.397
```

The following is a quantum chemistry calculation of C9H12CdF2N2O4 as an isolated structure, from the Open Molecules 2025 dataset.

Results
- frontier orbital gap (eV) = 4.10
- relative energy (zero: lowest compared OMol25 entry of this formula, charge and spin) (kcal per mole) = 33.6
- charge = +2
- HOMO level (eV) = -17.043
- energy (a.u.) = -1127.1833
- lowest unoccupied orbital energy (eV) = -12.95

The geometry in XYZ format:
```
30
Properties=species:S:1:pos:R:3:mulliken_charge:R:1
Cd -2.4563 -3.2525 1.0371 0.800
F 4.0859 -0.4005 1.4484 -0.241
F 1.9826 2.8199 0.6976 -0.223
O 4.1826 -0.2453 -0.6750 -0.269
O 2.5778 2.1427 -1.2214 -0.279
O 2.2579 -2.3697 -1.1633 -0.288
O -2.9208 1.2684 -1.4808 -0.489
N -0.0096 -1.9305 -1.4717 -0.350
N 2.2257 0.4927 0.3430 0.358
C 0.0295 -0.7329 0.7167 0.671
C 2.2965 1.8518 -0.1571 0.449
C 3.5587 -0.0772 0.2633 0.415
C 1.1818 -0.2768 -0.2905 -0.568
C 1.3961 -1.6332 -0.9998 0.041
C -0.8251 0.3393 1.4118 -1.079
C -1.4180 1.4385 0.4722 -0.579
C -0.7856 -1.6683 -0.3081 -1.095
C -2.8323 1.0381 -0.0838 -0.399
H 0.6264 -1.3699 1.4054 0.660
H -0.2547 -1.2138 -2.1664 0.385
H -1.5676 2.3448 1.0868 0.391
H 0.8160 0.3880 -1.1083 0.473
H -1.7084 -0.1976 1.8603 0.338
H -0.6809 1.6542 -0.3220 0.337
H -0.9558 -2.6531 0.3705 0.652
H -3.5852 1.6830 0.4069 0.409
H -3.1233 -0.0205 0.1552 0.070
H -0.2707 0.7392 2.2831 0.453
H -1.7783 -1.3042 -0.6393 0.616
H -2.0449 1.1455 -1.8709 0.340
```

The following is a quantum chemistry calculation of one molecule with the formula CH4N2O, from the Open Molecules 2025 dataset.

Results
- frontier orbital gap (eV) = 10.50
- relative energy (zero: lowest compared OMol25 entry of this formula, charge and spin) (kcal per mole) = 34.8
- HOMO level (eV) = -10.047
- energy (a.u.) = -225.2366
- lowest unoccupied orbital energy (eV) = 0.46

The geometry in XYZ format:
```
8
Properties=species:S:1:pos:R:3:mulliken_charge:R:1
O 1.1345 0.5457 0.6361 -0.580
N -0.7708 0.8216 -0.5763 -0.444
N -0.1134 -1.3057 -0.1271 -0.544
C 0.1278 0.0530 0.1222 0.559
H -1.3480 -1.4836 -0.1493 0.266
H -1.0487 1.8946 -0.2498 0.275
H 0.3037 -1.9967 0.5099 0.267
H -1.5599 0.2912 -1.0086 0.202
```